Entry 1:
{"formula": "C19H27NOS", "method": "ωB97M-V with the def2-TZVPD basis set", "symbols": ["C", "C", "C", "C", "C", "C", "C", "C", "S", "C", "C", "C", "O", "N", "C", "C", "C", "C", "C", "C", "C", "C", "H", "H", "H", "H", "H", "H", "H", "H", "H", "H", "H", "H", "H", "H", "H", "H", "H", "H", "H", "H", "H", "H", "H", "H", "H", "H", "H"], "coordinates": [[2.999, -0.665, -2.698], [2.842, -1.210, -1.308], [2.786, -2.586, -1.120], [2.657, -3.142, 0.139], [2.573, -2.317, 1.247], [2.625, -0.947, 1.077], [2.766, -0.381, -0.186], [2.839, 1.112, -0.272], [1.264, 1.932, 0.192], [0.326, 1.823, -1.382], [-0.722, 2.923, -1.493], [-2.045, 2.657, -0.779], [-3.110, 2.943, -1.287], [-1.932, 2.143, 0.460], [-3.092, 1.767, 1.234], [-3.659, 0.407, 0.790], [-2.608, -0.668, 0.813], [-1.990, -1.059, -0.294], [-0.933, -2.119, -0.341], [-0.929, -2.953, 0.935], [-0.971, -2.024, 2.142], [-2.293, -1.263, 2.157], [3.076, -1.480, -3.413], [2.145, -0.051, -2.979], [3.900, -0.057, -2.779], [2.847, -3.235, -1.983], [2.624, -4.215, 0.253], [2.469, -2.736, 2.236], [2.556, -0.291, 1.934], [3.110, 1.476, -1.261], [3.553, 1.496, 0.458], [-0.123, 0.832, -1.449], [1.063, 1.947, -2.176], [-0.965, 3.084, -2.546], [-0.313, 3.858, -1.100], [-1.031, 1.829, 0.788], [-3.855, 2.534, 1.083], [-2.805, 1.745, 2.287], [-4.484, 0.142, 1.454], [-4.048, 0.523, -0.222], [-2.248, -0.602, -1.241], [0.049, -1.649, -0.470], [-1.096, -2.759, -1.213], [-1.807, -3.603, 0.950], [-0.038, -3.582, 0.965], [-0.141, -1.318, 2.075], [-0.858, -2.593, 3.068], [-3.106, -1.942, 2.435], [-2.264, -0.474, 2.913]], "max_force_ev_per_a": 0.63, "smiles": "Cc1ccccc1CSCCC(=O)NCCC1=CCCCC1", "molar_mass_g_mol": 317.5, "gap_ev": 9.45, "lumo_ev": 0.633, "relative_energy_kj_mol": 8.31, "e_homo_ev": -8.82}

---

Entry 2:
{"formula": "C19H28BNO5Pd", "method": "ωB97M-V with the def2-TZVPD basis set", "symbols": ["Pd", "C", "C", "C", "O", "C", "O", "O", "H", "H", "H", "H", "H", "H", "H", "C", "C", "C", "C", "C", "N", "H", "H", "H", "H", "H", "H", "H", "H", "H", "C", "C", "C", "C", "C", "C", "C", "C", "O", "B", "O", "C", "C", "H", "H", "H", "H", "H", "H", "H", "H", "H", "H", "H", "H"], "coordinates": [[-0.923, 1.422, 1.345], [-1.404, 3.837, 0.677], [-1.778, 4.524, -0.558], [-0.892, 4.282, -1.749], [-2.667, 5.531, -0.470], [2.984, 2.280, -1.215], [1.906, 2.595, -0.736], [4.055, 2.039, -1.647], [-1.008, 2.840, 0.316], [-2.358, 3.801, 1.282], [-0.585, 4.403, 1.197], [0.104, 4.731, -1.615], [-1.398, 4.776, -2.666], [-0.721, 3.183, -1.857], [-3.544, 5.180, -0.343], [2.866, 3.034, 4.514], [1.450, 3.018, 5.006], [1.338, 2.015, 6.172], [0.860, 4.399, 5.299], [0.587, 2.350, 3.994], [0.061, 1.791, 3.115], [3.528, 3.477, 5.251], [2.961, 3.568, 3.534], [3.176, 1.957, 4.487], [1.947, 2.415, 7.037], [1.749, 1.057, 5.886], [0.348, 1.891, 6.596], [1.376, 4.854, 6.195], [-0.239, 4.391, 5.513], [0.923, 4.996, 4.375], [-1.055, -6.292, -2.949], [-0.171, -5.128, -3.299], [1.346, -5.488, -3.048], [-0.079, -4.973, -4.866], [-0.717, -3.943, -2.592], [-1.966, -3.455, -3.002], [-2.597, -2.319, -2.366], [-1.832, -1.584, -1.486], [-2.144, -0.425, -0.893], [-1.006, -0.116, -0.040], [0.063, -1.073, -0.289], [-0.515, -1.991, -1.166], [0.044, -3.155, -1.679], [-0.717, -7.245, -3.331], [-2.054, -6.034, -3.319], [-1.146, -6.397, -1.855], [1.540, -6.444, -3.564], [1.627, -5.661, -2.009], [1.993, -4.715, -3.429], [0.384, -5.801, -5.445], [0.461, -4.026, -5.131], [-1.058, -4.841, -5.338], [-2.514, -4.015, -3.780], [-3.613, -1.953, -2.657], [1.024, -3.565, -1.404]], "max_force_ev_per_a": 4.69, "multiplicity": 5, "molar_mass_g_mol": 467.7, "gap_ev": [6.22, 6.09], "s_squared": 6.025, "lumo_ev": [-5.959, -9.879], "relative_energy_kj_mol": 11.44, "e_homo_ev": [-12.18, -15.97], "charge": 2}

---

Entry 3:
{"formula": "C19H28BrKN3O7PSe", "method": "ωB97M-V with the def2-TZVPD basis set", "symbols": ["K", "Br", "C", "C", "C", "C", "C", "C", "C", "O", "O", "H", "H", "H", "H", "O", "Se", "O", "O", "O", "O", "P", "N", "C", "C", "C", "C", "N", "C", "C", "C", "C", "N", "C", "C", "C", "C", "H", "H", "H", "H", "H", "H", "H", "H", "H", "H", "H", "H", "H", "H", "H", "H", "H", "H", "H", "H", "H", "H", "H", "H"], "coordinates": [[-1.224, -0.433, -2.481], [5.048, -2.436, -1.684], [3.473, -3.387, -2.170], [3.623, -4.709, -2.554], [2.494, -5.452, -2.846], [1.241, -4.863, -2.755], [1.124, -3.526, -2.423], [2.242, -2.759, -2.129], [2.083, -1.247, -1.801], [2.795, -0.822, -0.889], [1.270, -0.651, -2.523], [4.608, -5.150, -2.623], [2.593, -6.488, -3.143], [0.352, -5.445, -2.960], [0.157, -3.047, -2.383], [-3.156, -1.172, -3.421], [-3.899, 0.275, -3.196], [-5.463, 0.087, -2.854], [-3.130, 0.993, -1.933], [-3.692, 1.183, -4.522], [-0.663, -0.531, -0.345], [-0.405, 0.519, 0.634], [-0.105, 2.088, 0.081], [1.099, 2.837, 0.408], [1.014, 4.054, -0.505], [0.502, 3.442, -1.804], [-0.404, 2.300, -1.344], [-1.700, 0.585, 1.721], [-3.020, 0.138, 1.284], [-3.892, 1.376, 1.404], [-3.373, 1.987, 2.701], [-1.863, 1.709, 2.631], [0.919, 0.072, 1.558], [0.975, -1.377, 1.738], [1.947, -1.601, 2.888], [1.788, -0.328, 3.713], [1.633, 0.734, 2.625], [2.011, 2.266, 0.205], [1.094, 3.126, 1.460], [1.973, 4.560, -0.625], [0.288, 4.768, -0.110], [1.341, 3.042, -2.372], [-0.036, 4.164, -2.417], [-0.200, 1.401, -1.925], [-1.463, 2.539, -1.456], [-3.371, -0.652, 1.969], [-2.995, -0.237, 0.266], [-4.955, 1.144, 1.425], [-3.688, 2.019, 0.549], [-3.815, 1.463, 3.555], [-3.595, 3.051, 2.802], [-1.466, 1.450, 3.624], [-1.320, 2.583, 2.255], [1.303, -1.841, 0.810], [-0.024, -1.761, 1.983], [2.965, -1.675, 2.507], [1.708, -2.504, 3.449], [2.639, -0.131, 4.366], [0.881, -0.386, 4.319], [2.629, 1.038, 2.270], [1.106, 1.617, 2.992]], "max_force_ev_per_a": 2.32, "molar_mass_g_mol": 639.4, "gap_ev": 6.16, "lumo_ev": 4.121, "relative_energy_kj_mol": 138.44, "e_homo_ev": -2.04, "charge": -2}

---

Entry 4:
{"formula": "C19H28BrO2Sm", "method": "ωB97M-V with the def2-TZVPD basis set", "symbols": ["O", "C", "C", "H", "H", "C", "H", "H", "C", "H", "H", "H", "C", "H", "H", "H", "Sm", "C", "C", "C", "H", "C", "C", "H", "H", "H", "H", "C", "C", "C", "H", "C", "C", "H", "H", "H", "H", "O", "C", "C", "H", "H", "C", "H", "H", "C", "H", "H", "H", "H", "Br"], "coordinates": [[1.012, -0.450, -2.581], [0.942, -1.565, -3.541], [2.223, -1.191, -4.276], [0.055, -1.499, -4.180], [0.968, -2.517, -2.999], [2.247, -0.061, -3.226], [2.074, -0.766, -5.273], [3.071, -1.876, -4.205], [2.121, 1.260, -3.942], [1.197, 1.269, -4.525], [2.981, 1.366, -4.617], [2.107, 2.090, -3.237], [3.471, -0.115, -2.342], [3.550, -1.043, -1.766], [3.488, 0.726, -1.641], [4.354, -0.033, -2.994], [-1.599, 0.766, 1.657], [-1.515, 0.559, 4.385], [-2.412, -0.461, 3.944], [-1.652, -1.437, 3.223], [-3.484, -0.506, 4.165], [-0.282, -1.001, 3.206], [-0.204, 0.251, 3.901], [0.713, 0.832, 4.070], [-1.771, 1.399, 5.040], [-2.020, -2.402, 2.854], [0.581, -1.576, 2.852], [-2.259, 3.038, 2.876], [-0.841, 3.062, 2.720], [-0.535, 3.117, 1.323], [-0.111, 3.041, 3.535], [-1.794, 3.122, 0.604], [-2.849, 3.059, 1.568], [-3.919, 2.995, 1.368], [-2.810, 2.988, 3.825], [0.471, 3.207, 0.893], [-1.906, 3.196, -0.481], [-0.587, -0.340, -0.364], [0.742, -0.727, 0.075], [0.851, -2.245, -0.038], [0.925, -0.410, 1.123], [1.470, -0.164, -0.517], [-0.556, -2.761, -0.473], [1.138, -2.572, 0.976], [1.637, -2.525, -0.751], [-1.440, -1.513, -0.641], [-0.986, -3.452, 0.276], [-0.554, -3.307, -1.435], [-2.283, -1.506, 0.092], [-1.859, -1.380, -1.657], [-4.162, 0.061, 1.151]], "max_force_ev_per_a": 1.94, "multiplicity": 6, "molar_mass_g_mol": 518.7, "gap_ev": [8.09, 8.14], "s_squared": 8.768, "lumo_ev": [0.313, 0.314], "relative_energy_kj_mol": 0.76, "e_homo_ev": [-7.78, -7.83]}